The following is a quantum chemistry calculation of a molecular structure, CClNa5O7, from the Open Molecules 2025 dataset.

Cartesian coordinates (Å):
1 Na 17.14 23.07 1.37
2 Na 16.71 15.66 1.46
3 Na 14.09 22.43 3.70
4 Na 14.35 18.87 6.30
5 Na 11.80 21.35 1.72
6 Cl 15.42 19.61 2.65
7 O 16.48 20.47 2.16
8 O 14.18 19.90 1.95
9 O 15.75 18.22 2.48
10 O 15.17 19.87 4.04
11 C 11.01 20.08 -0.85
12 O 12.09 19.95 -0.15
13 O 10.93 20.75 -1.91
14 O 10.02 19.47 -0.42

The energy above the lowest of the compared OMol25 structures with the same formula, charge and spin is 0.000 eV. As for the net charge: +2.

***

The following is a quantum chemistry calculation of 14 unconnected molecules or ions with the total composition C4H34NO16, from the Open Molecules 2025 dataset.

Cartesian coordinates (Å):
1 O 3.30 -1.40 0.82
2 C 2.14 -0.98 0.89
3 O 1.40 -0.68 1.86
4 C 1.64 -0.40 -0.56
5 C 1.48 -1.69 -1.42
6 C 1.04 -1.43 -2.91
7 O -0.36 -1.56 -3.09
8 N 0.43 0.37 -0.41
9 H 2.45 0.21 -1.01
10 H 0.81 -2.33 -0.88
11 H 2.46 -2.21 -1.52
12 H 1.35 -2.39 -3.32
13 H 1.32 -0.46 -3.26
14 H -0.86 -0.76 -2.81
15 H -0.16 0.13 -1.19
16 H -0.15 0.25 0.39
17 H 1.92 1.77 3.76
18 H 2.93 0.65 3.33
19 O 2.82 1.59 3.49
20 H 0.38 2.29 1.70
21 H -0.42 3.35 1.07
22 O -0.41 2.83 1.89
23 H -1.91 1.46 -1.83
24 H -0.59 1.48 -2.59
25 O -1.51 1.18 -2.71
26 H 3.47 0.81 -1.96
27 H 4.07 2.10 -1.37
28 O 3.66 1.74 -2.16
29 H 0.00 -4.22 2.25
30 H -0.72 -3.86 1.09
31 O -0.30 -4.67 1.44
32 H -2.70 -2.26 -0.35
33 H -1.23 -2.12 -0.78
34 O -1.83 -2.07 0.02
35 H -3.33 -0.02 -2.24
36 H -3.32 -0.50 -3.73
37 O -3.66 -0.68 -2.85
38 H 2.59 1.99 0.71
39 H 2.64 3.48 1.35
40 O 2.39 2.93 0.61
41 H -2.12 -1.82 3.34
42 H -2.53 -1.07 4.51
43 O -2.93 -1.33 3.66
44 H 2.05 2.35 -2.49
45 H 1.01 2.78 -1.67
46 O 1.08 2.48 -2.59
47 H -2.95 1.30 2.49
48 H -3.31 -0.14 2.37
49 O -3.49 0.72 1.94
50 H -2.57 1.21 0.18
51 H -2.90 2.63 0.18
52 O -2.50 1.96 -0.42
53 H -0.08 -1.31 2.55
54 H -1.23 -1.68 1.72
55 O -0.79 -2.04 2.53

The energy above the lowest of the compared OMol25 structures with the same formula, charge and spin is 4.621 eV. As for the net charge: -1.

***

The following is a quantum chemistry calculation of 2 unconnected molecules or ions with the total composition C27H30N2O4, from the Open Molecules 2025 dataset.

Cartesian coordinates (Å):
1 C 3.89 3.11 -5.91
2 N 3.69 2.59 -4.56
3 C 2.57 2.00 -4.13
4 O 1.58 1.89 -4.85
5 C 2.57 1.54 -2.66
6 C 1.37 0.69 -2.19
7 C 0.02 1.37 -2.11
8 C -0.34 2.15 -1.00
9 C -1.59 2.79 -0.94
10 C -2.51 2.62 -2.00
11 C -2.17 1.83 -3.10
12 C -0.91 1.20 -3.16
13 N 2.90 2.60 -1.70
14 C 2.45 3.86 -1.60
15 C 1.55 4.48 -2.66
16 O 2.79 4.54 -0.65
17 H 4.88 3.57 -6.00
18 H 3.80 2.30 -6.64
19 H 3.12 3.86 -6.13
20 H 4.45 2.70 -3.90
21 H 3.42 0.85 -2.62
22 H 1.60 0.30 -1.19
23 H 1.29 -0.17 -2.84
24 H 0.36 2.28 -0.18
25 H -1.85 3.40 -0.09
26 H -3.47 3.11 -1.96
27 H -2.87 1.71 -3.92
28 H -0.65 0.61 -4.02
29 H 3.48 2.34 -0.92
30 H 1.10 5.38 -2.24
31 H 0.76 3.80 -2.95
32 H 2.14 4.75 -3.52
33 C -1.27 -0.32 2.61
34 C -1.80 -1.29 1.58
35 C -2.08 -0.72 0.33
36 C -2.52 -1.49 -0.74
37 C -2.67 -2.86 -0.58
38 C -2.41 -3.46 0.66
39 C -2.58 -4.85 0.74
40 C -2.34 -5.52 1.93
41 C -1.95 -4.80 3.05
42 C -1.78 -3.41 3.02
43 C -1.45 -2.78 4.31
44 C -0.52 -3.32 5.18
45 C -0.17 -2.66 6.49
46 C 1.27 -2.14 6.52
47 O 2.08 -2.53 5.70
48 O 1.57 -1.24 7.48
49 C -1.99 -2.70 1.79
50 H -0.39 -0.72 3.12
51 H -0.96 0.63 2.15
52 H -2.05 -0.09 3.35
53 H -1.96 0.34 0.17
54 H -2.72 -1.02 -1.70
55 H -3.01 -3.45 -1.42
56 H -2.90 -5.42 -0.13
57 H -2.47 -6.60 1.99
58 H -1.81 -5.35 3.98
59 H -1.95 -1.86 4.59
60 H 0.01 -4.23 4.90
61 H -0.84 -1.82 6.68
62 H -0.30 -3.37 7.31
63 H 2.51 -1.03 7.34

Its SMILES is CNC(=O)[C@H](Cc1ccccc1)NC(C)=O.Cc1cccc2cccc(/C=C/CC(=O)O)c12. The energy above the lowest of the compared OMol25 structures with the same formula, charge and spin is 0.519 eV.

***

The following is a quantum chemistry calculation of 7 unconnected molecules or ions with the total composition C11H35O7, from the Open Molecules 2025 dataset.

Cartesian coordinates (Å):
1 C 1.15 0.30 -0.74
2 C 1.10 -0.91 0.22
3 C 0.74 -2.15 -0.59
4 O 2.33 -1.09 0.80
5 H 1.22 1.24 -0.19
6 H 0.22 0.43 -1.32
7 H 1.98 0.15 -1.44
8 H 0.34 -0.74 1.00
9 H -0.18 -2.02 -1.20
10 H 0.57 -3.07 -0.02
11 H 1.49 -2.35 -1.36
12 C -2.73 1.07 0.31
13 C -1.64 2.09 0.60
14 C -1.67 3.25 -0.41
15 O -1.94 2.62 1.90
16 H -3.71 1.55 0.42
17 H -2.57 0.26 1.02
18 H -2.66 0.65 -0.70
19 H -0.66 1.62 0.64
20 H -0.98 2.99 -1.22
21 H -1.35 4.18 0.05
22 H -2.67 3.35 -0.85
23 H -2.82 2.97 2.01
24 C -1.96 -0.12 -3.70
25 O -2.16 -0.24 -5.10
26 H -2.68 -0.74 -3.15
27 H -0.95 -0.35 -3.37
28 H -2.29 0.87 -3.35
29 H -1.55 0.37 -5.52
30 C 1.21 3.67 2.28
31 O 0.60 2.66 3.08
32 H 0.84 4.64 2.64
33 H 2.27 3.70 2.54
34 H 1.15 3.53 1.20
35 H -0.35 2.72 2.89
36 C -2.06 -4.48 1.85
37 O -2.72 -3.38 2.46
38 H -2.70 -4.96 1.12
39 H -1.11 -4.23 1.39
40 H -1.75 -5.20 2.62
41 H -3.60 -3.68 2.69
42 C 4.02 1.64 -3.14
43 O 4.68 0.50 -2.61
44 H 3.37 1.39 -3.98
45 H 3.33 1.92 -2.33
46 H 4.67 2.49 -3.35
47 H 5.00 -0.02 -3.35
48 C 1.29 -3.37 3.03
49 O 2.52 -2.70 3.02
50 H 0.88 -3.48 4.04
51 H 0.53 -2.88 2.41
52 H 1.40 -4.40 2.63
53 H 2.56 -2.25 2.13

The total energy is -966.6707 Eh. As for the net charge: -1.

***

The following is a quantum chemistry calculation of 2 unconnected molecules or ions with the total composition C5H11O2, from the Open Molecules 2025 dataset.

Cartesian coordinates (Å):
1 C 3.04 -1.29 -1.61
2 C 1.53 -1.35 -1.27
3 O 0.85 -2.11 -2.01
4 O 1.16 -0.63 -0.33
5 H 3.49 -0.35 -1.29
6 H 3.18 -1.43 -2.69
7 H 3.55 -2.11 -1.11
8 C -1.21 1.07 1.43
9 C -1.12 1.54 -0.03
10 C -2.28 0.00 1.55
11 H -0.28 0.60 1.74
12 H -1.30 1.97 2.05
13 H -1.98 2.16 -0.27
14 H -0.84 0.70 -0.67
15 H -2.01 -0.83 0.88
16 H -2.33 -0.48 2.53
17 H -0.21 2.16 -0.13
18 H -3.25 0.38 1.23

The energy above the lowest of the compared OMol25 structures with the same formula, charge and spin is 0.587 eV. As for the net charge: -2. The spin multiplicity is 2.

***

The following is a quantum chemistry calculation of 2 unconnected molecules or ions with the total composition C28H25FN3O2, from the Open Molecules 2025 dataset.

Cartesian coordinates (Å):
1 F 3.45 5.08 1.81
2 C 3.19 3.74 1.70
3 C 4.11 2.79 2.18
4 C 3.77 1.43 2.19
5 C 2.48 1.05 1.80
6 C 1.57 2.05 1.40
7 C 0.15 1.62 1.16
8 C -1.04 2.49 1.49
9 C -2.32 2.08 1.02
10 C -3.44 2.75 1.51
11 C -3.26 3.82 2.40
12 C -1.98 4.23 2.82
13 C -0.88 3.52 2.39
14 C 1.95 3.38 1.23
15 H 5.07 3.15 2.54
16 H 4.47 0.68 2.54
17 H 2.19 -0.01 1.81
18 H 0.03 0.60 1.58
19 H -2.42 1.29 0.28
20 H -4.43 2.43 1.21
21 H -4.12 4.35 2.83
22 H -1.79 5.07 3.48
23 H 0.15 3.79 2.68
24 H 1.20 4.09 0.85
25 C -1.42 -1.71 1.18
26 N -1.48 -1.30 -0.21
27 C -0.43 -1.08 -1.06
28 H 0.12 1.47 0.12
29 C 0.96 -1.53 -0.84
30 C 0.89 -2.93 -0.83
31 C 2.04 -3.65 -0.82
32 C 3.24 -2.93 -0.74
33 N 4.44 -3.70 -0.60
34 O 5.56 -3.16 -0.50
35 O 4.36 -4.96 -0.62
36 C 3.31 -1.53 -0.76
37 C 2.17 -0.79 -0.84
38 N -0.90 -0.66 -2.22
39 C -0.05 -0.30 -3.36
40 C -2.27 -1.02 -2.32
41 C -2.64 -1.44 -1.03
42 C -3.66 -2.36 -0.82
43 C -4.33 -2.80 -1.98
44 C -3.93 -2.40 -3.28
45 C -2.85 -1.52 -3.48
46 H -2.40 -2.11 1.48
47 H -0.67 -2.49 1.33
48 H -1.21 -0.89 1.89
49 H -0.08 -3.43 -0.90
50 H 2.01 -4.74 -0.85
51 H 4.29 -1.07 -0.71
52 H 2.18 0.29 -0.84
53 H -0.64 -0.04 -4.25
54 H 0.58 0.56 -3.08
55 H 0.61 -1.15 -3.61
56 H -3.89 -2.69 0.20
57 H -5.19 -3.46 -1.88
58 H -4.47 -2.76 -4.16
59 H -2.39 -1.19 -4.44

The energy above the lowest of the compared OMol25 structures with the same formula, charge and spin is 0.000 eV. As for the net charge: +1.